DFT (wB97M-V/def2-TZVPD) results for C45H64N7O3P2S3Sc as an isolated structure.

Computed properties:
Gap between HOMO and LUMO   6.782 eV
HOMO   -6.68 eV
Total charge   0
E_LUMO   0.10 eV
Molecular weight   954.2 g mol⁻¹

Last column: Löwdin charge in e.
Geometry (Å):
Sc  -0.454876  0.428188  0.440773  0.557
C  -5.097989  0.835666  -1.363544  -0.125
C  -4.100094  1.874511  -1.869500  -0.559
C  -4.267643  3.216083  -1.151935  -0.124
P  -2.336648  1.323382  -1.736546  1.058
C  -1.432533  2.493149  -2.886201  -0.513
C  -0.175179  1.785153  -3.400853  -0.157
C  -2.232225  3.031239  -4.068390  -0.105
C  -2.280212  -0.212363  -2.690319  -0.321
C  -3.082135  -0.417151  -3.812602  -0.066
C  -2.988885  -1.548820  -4.603974  -0.282
C  -3.877165  -1.759811  -5.799758  -0.059
C  -2.034855  -2.493760  -4.227687  -0.036
C  -1.227105  -2.319721  -3.122312  -0.021
C  -1.318484  -1.168934  -2.310873  -0.321
N  -0.549258  -0.989062  -1.162209  -0.095
C  0.399599  -2.019621  -0.912763  -0.356
C  1.511487  -2.193904  -1.737815  -0.024
C  2.411270  -3.209099  -1.482825  -0.024
C  2.242504  -4.072175  -0.397047  -0.271
C  3.238318  -5.166594  -0.119442  -0.055
C  1.167028  -3.853686  0.449131  -0.050
C  0.250237  -2.824788  0.219198  -0.280
P  -0.939945  -2.179376  1.446000  1.085
C  -2.573132  -3.011549  1.171507  -0.537
C  -3.217728  -2.575714  -0.139889  -0.109
C  -2.497493  -4.532563  1.260413  -0.106
C  -0.365691  -2.955629  3.024136  -0.545
C  -1.404389  -2.774339  4.130496  -0.112
C  0.971696  -2.363493  3.462108  -0.098
H  -6.115809  1.205340  -1.517000  0.080
H  -4.997666  -0.111801  -1.893561  0.065
H  -4.961422  0.645260  -0.300201  0.010
H  -4.292184  2.034221  -2.933293  0.082
H  -4.153515  3.091843  -0.073824  0.039
H  -3.534307  3.954339  -1.484715  0.065
H  -5.261664  3.627708  -1.343244  0.081
H  -1.124379  3.339300  -2.268509  0.080
H  -0.430517  1.109212  -4.218684  0.088
H  0.550956  2.510073  -3.773852  0.067
H  0.324043  1.180504  -2.643318  0.026
H  -2.569829  2.217494  -4.714265  0.073
H  -3.099862  3.619480  -3.769095  0.063
H  -1.589093  3.677137  -4.671159  0.085
H  -3.815351  0.335638  -4.082372  0.100
H  -4.427296  -0.850552  -6.044696  0.071
H  -3.298124  -2.046254  -6.679565  0.076
H  -4.609403  -2.550878  -5.620531  0.077
H  -1.922864  -3.399714  -4.814708  0.114
H  -0.517427  -3.095656  -2.875553  0.108
H  1.658709  -1.514583  -2.570415  0.090
H  3.269625  -3.332642  -2.135169  0.114
H  3.573534  -5.639786  -1.043174  0.075
H  4.123378  -4.773836  0.387129  0.080
H  2.808585  -5.938832  0.518984  0.073
H  1.059955  -4.490751  1.320296  0.104
H  -3.192362  -2.625987  1.989829  0.092
H  -2.656542  -2.943414  -0.998838  0.073
H  -4.230745  -2.982764  -0.205203  0.086
H  -3.280670  -1.489914  -0.218882  0.035
H  -1.790736  -4.924218  0.524761  0.081
H  -2.187808  -4.879877  2.247018  0.061
H  -3.475623  -4.970444  1.046298  0.079
H  -0.245388  -4.027867  2.844966  0.088
H  -1.628084  -1.715049  4.275000  0.054
H  -2.338028  -3.298431  3.920463  0.061
H  -1.009968  -3.163881  5.072214  0.083
H  0.839060  -1.331474  3.783337  0.053
H  1.374002  -2.930859  4.305276  0.088
H  1.714159  -2.367710  2.664186  0.073
O  3.608018  0.732397  0.344489  0.035
C  2.633128  0.468041  1.044877  -0.536
O  1.498335  0.101317  0.547474  -0.161
C  2.753588  0.560426  2.535201  -0.157
C  3.998635  0.225122  3.069068  -0.030
C  4.233835  0.255225  4.429740  -0.088
C  3.209395  0.665277  5.276640  -0.092
C  1.980107  1.021399  4.757572  -0.137
C  1.713393  0.965520  3.382354  -0.594
S  0.107270  1.446515  2.847703  0.649
H  4.780626  -0.066492  2.380066  0.112
H  5.200437  -0.026338  4.826496  0.097
H  3.371810  0.710994  6.346833  0.100
H  1.188285  1.352455  5.418371  0.093
N  2.897124  6.781070  -1.023754  0.174
C  1.563841  6.608831  -0.818041  -0.495
O  0.768675  7.525259  -0.830008  0.071
C  1.117743  5.189206  -0.588851  -0.117
C  -0.065607  4.981089  0.110711  0.024
C  -0.488298  3.687668  0.325353  -0.146
N  0.188550  2.624295  -0.124777  -0.034
C  1.320424  2.821317  -0.798907  -0.108
C  1.817621  4.090197  -1.056145  0.026
H  3.229131  7.728796  -1.084717  0.113
H  3.554124  6.061638  -0.780715  0.098
H  -0.636216  5.824547  0.472332  0.126
H  -1.398739  3.474583  0.874224  0.089
H  1.844242  1.944469  -1.157016  0.096
H  2.721562  4.185221  -1.642586  0.122
C  -5.301842  0.209928  4.750781  -0.075
N  -4.759964  0.456835  3.432638  -0.057
C  -3.461352  0.675384  3.170742  -0.820
N  -2.607073  0.657618  4.180113  0.110
S  -3.026254  0.970912  1.542025  0.639
H  -6.372280  0.048468  4.661907  0.090
H  -5.142464  1.062624  5.415840  0.091
H  -4.862005  -0.683597  5.201206  0.088
H  -5.367893  0.472193  2.632176  0.117
H  -2.917433  0.520083  5.126831  0.100
H  -1.611851  0.857787  3.988919  -0.037
S  3.053834  0.719669  -3.988604  0.582
C  4.598665  0.369256  -3.401820  -0.875
N  4.847862  0.193698  -2.104616  0.018
C  6.148448  -0.137289  -1.548514  -0.174
C  7.249694  0.389747  -2.451247  -0.169
C  6.994234  -0.094363  -3.868882  -0.187
N  5.642920  0.266921  -4.256751  -0.009
H  4.089219  0.332917  -1.441077  0.077
H  6.248737  -1.223218  -1.436675  0.121
H  6.196795  0.299047  -0.551723  0.117
H  8.223413  0.041669  -2.106464  0.114
H  7.250549  1.481519  -2.432712  0.121
H  7.140699  -1.179301  -3.924134  0.118
H  7.689396  0.368532  -4.569647  0.117
H  5.391993  0.326225  -5.228108  0.108

Cartesian forces (eV/Å) of the 2 atoms listed first:
Sc -0.3334 0.2044 0.4195
C -0.0372 -0.0067 -0.0148